Molecular formula: C2H30NO13
Method: DFT, ωB97M-V/def2-TZVPD

Element x y z (Å)
1 C -0.6266 0.9566 0.9524
2 N -0.0244 -0.0928 1.7601
3 C -0.7834 -1.3295 1.7284
4 O -0.9631 -1.9154 0.4544
5 H -0.6016 0.7502 -0.1168
6 H -0.1170 1.9059 1.1099
7 H -1.6830 1.0670 1.2107
8 H 0.9144 -0.2824 1.4178
9 H -1.7727 -1.1415 2.1620
10 H -0.2586 -2.0499 2.3659
11 H 1.3208 0.6500 -3.6506
12 H 0.2375 -0.2388 -3.0294
13 O 0.3838 0.4546 -3.7207
14 H 1.9768 2.6775 -0.1634
15 H 0.9990 2.7312 -1.3932
16 O 1.9501 2.6999 -1.1432
17 H -3.8713 -2.7068 0.5070
18 H -2.4683 -3.1592 0.8327
19 O -3.4028 -3.4295 0.9461
20 H -3.6696 2.0468 -0.8407
21 H -3.0027 0.7162 -1.2381
22 O -3.0438 1.6781 -1.4842
23 H -2.1688 -1.2945 -0.2666
24 H -2.9689 -1.4405 -1.6087
25 O -3.0038 -0.9546 -0.7838
26 H -0.6284 1.9096 4.0378
27 H 0.1102 0.6942 3.4522
28 O 0.1941 1.4118 4.1258
29 H 0.4442 -3.1692 0.3157
30 H 1.9576 -2.9501 0.5302
31 O 1.3279 -3.5823 0.1634
32 H -0.3464 1.8812 -2.8842
33 H -1.4523 2.4046 -1.9721
34 O -0.5485 2.6211 -2.2701
35 H 1.8670 -0.2988 -1.5713
36 H 2.4679 1.1525 -1.4857
37 O 2.7116 0.2019 -1.6083
38 H 2.6652 1.2288 1.4085
39 H 1.8563 2.1615 2.3248
40 O 2.4444 2.1765 1.5441
41 H 3.0730 -0.2565 -0.0537
42 H 4.1437 -0.4318 1.0902
43 O 3.1905 -0.4272 0.9271
44 H -0.1510 -1.4660 -0.7850
45 H 0.8582 -2.2148 -1.7152
46 O 0.4629 -1.3454 -1.5820

LUMO level: 2.863 eV
Total charge: -1
Energy relative to the best compared isomer or geometry (same formula, charge and spin): 0.0 kJ/mol
Kohn-Sham gap: 0.3450 Ha

Here are the natural (NBO) charges for atoms 1 to 8, given in e: -0.429 -0.690 0.098 -0.984 0.194 0.202 0.186 0.377

---

Molecular formula: C6H10HgO6
Method: DFT, ωB97M-V/def2-TZVPD

Element x y z (Å)
1 O 2.7254 2.1636 0.2455
2 C 2.6481 0.9220 -0.1071
3 O 2.2202 0.0706 0.7560
4 C 0.8535 0.1771 1.2535
5 C 0.2315 -1.2002 1.2279
6 C -0.3275 -1.6519 -0.1218
7 C -1.1605 -0.6383 -0.8773
8 O -2.2034 -0.1554 -0.0183
9 C -2.9744 0.8051 -0.4931
10 O -2.9850 1.2130 -1.6301
11 O -3.7313 1.2698 0.4940
12 H 0.3232 0.8930 0.6144
13 H 0.8966 0.5728 2.2742
14 H -0.5631 -1.1869 1.9878
15 H 0.9759 -1.9342 1.5664
16 H -0.9246 -2.5616 0.0322
17 H 0.4985 -1.9366 -0.7886
18 H -1.6187 -1.1062 -1.7578
19 H -0.5654 0.2190 -1.2203
20 H -4.3064 1.9675 0.1556
21 Hg 3.3687 -1.0327 -2.0977
22 O 3.2234 0.5365 -1.1439
23 H 3.3955 2.5940 -0.3516

LUMO level (alpha / beta): -13.608 / -13.610 eV
Total charge: +2
Kohn-Sham gap (alpha / beta): 0.0852 / 0.0850 Ha

Here are the natural (NBO) charges for atoms 1 to 8, given in e: -0.534 1.077 -0.462 -0.082 -0.447 -0.405 -0.074 -0.512

---

Molecular formula: C5H7NOS
Method: DFT, ωB97M-V/def2-TZVPD

Element x y z (Å)
1 C -1.1470 0.9878 0.5968
2 C 0.0606 1.5702 1.0831
3 C -1.4770 0.3041 -0.5686
4 C 1.4286 1.7936 0.7855
5 C 1.9927 -0.4255 0.4026
6 N -1.7626 -1.1857 -2.5357
7 O 2.2738 0.9865 0.2714
8 S -0.5993 -0.4002 -1.8432
9 H -1.9572 1.3683 1.2680
10 H -0.2283 2.2224 2.0318
11 H -2.6466 0.0077 -0.6911
12 H 2.1741 -0.8417 -0.5974
13 H 0.9249 -0.7398 0.4931
14 H 2.5644 -0.9252 1.3407
15 H -1.5693 -2.0458 -3.0083

LUMO level (alpha / beta): -0.924 / -0.833 eV
Energy relative to the best compared isomer or geometry (same formula, charge and spin): 711.8 kJ/mol
Kohn-Sham gap (alpha / beta): 0.2577 / 0.2519 Ha

Here are the natural (NBO) charges for atoms 1 to 8, given in e: -0.246 -0.428 -0.478 0.377 -0.306 -0.944 -0.461 0.765

---

| no. | energy (eV) |
| --- | --- |
| 1 | -30673.75836 |
| 2 | -22821.96246 |
| 3 | -19664.22587 |